C12H24ClLiO7 | ωB97M-V/def2-TZVPD

The geometry in XYZ format:
```
45
Properties=species:S:1:pos:R:3
Li -0.707 0.565 -0.544
Cl -2.537 1.238 -2.536
O -2.093 -0.089 -2.175
O -3.965 1.268 -2.490
O -1.989 2.114 -1.502
O -2.071 1.599 -3.847
C -0.625 3.023 2.999
C -1.890 2.165 3.250
C -1.860 1.070 2.149
O -0.851 1.490 1.241
C -0.498 2.837 1.495
H 0.236 2.721 3.595
H -0.851 4.060 3.239
H -2.716 2.849 3.027
H -2.020 1.730 4.235
H -2.821 0.755 1.755
H -1.457 0.260 2.769
H -1.113 3.609 1.018
H 0.495 2.968 1.058
C -0.354 -3.659 0.104
C 0.764 -3.155 1.010
C 0.464 -1.679 1.300
O -0.644 -1.361 0.453
C -1.392 -2.542 0.143
H -0.732 -4.528 0.645
H -0.075 -3.863 -0.925
H 1.729 -3.259 0.505
H 0.884 -3.752 1.915
H 1.283 -1.026 1.011
H 0.218 -1.553 2.357
H -1.866 -2.418 -0.828
H -2.138 -2.721 0.922
C 2.657 -0.533 -3.050
C 3.157 0.709 -2.339
C 2.317 0.835 -1.067
O 1.173 0.003 -1.309
C 1.532 -1.087 -2.127
H 3.443 -1.282 -3.115
H 2.173 -0.368 -4.010
H 3.059 1.620 -2.926
H 4.196 0.487 -2.098
H 1.954 1.822 -0.793
H 2.910 0.454 -0.227
H 0.679 -1.434 -2.705
H 1.945 -1.944 -1.582
```

Computed properties:
HOMO (eV): -9.47
Electronic energy (Ha): -1465.80758
Charge: 0
Energy relative to the best compared isomer or geometry (same formula, charge and spin) (eV): 0.7220